# C21H30N4O7V

A molecular structure, C21H30N4O7V (ωB97M-V with the def2-TZVPD basis set, the Open Molecules 2025 dataset).

Geometry as XYZ:
```
63
Properties=species:S:1:pos:R:3:lowdin_spin:R:1
H -2.546 -4.266 -2.517 0.002
C 3.419 2.071 -0.488 0.003
H -2.229 -2.225 -3.962 -0.001
H 0.798 -4.802 0.212 0.000
H -3.691 4.064 1.675 0.000
C 3.232 2.900 1.726 0.000
H -1.371 -0.647 0.805 0.001
H -2.136 2.978 -2.062 0.000
H -1.033 -6.877 1.196 0.000
N -0.019 -1.521 -1.534 0.013
H 2.653 3.759 2.057 0.000
N -0.078 -5.268 0.388 -0.001
C 2.095 -0.764 1.087 0.021
C -1.885 1.187 -0.124 0.022
H -4.351 1.218 0.748 0.000
C 3.885 -0.237 -1.236 0.009
H -3.450 3.831 -1.304 0.000
H 3.689 4.158 -0.016 0.000
H -1.942 4.849 0.359 0.000
O 2.532 -1.906 1.020 0.034
H 0.496 -2.706 0.062 0.003
H 1.395 1.661 1.910 0.000
O -2.260 -5.457 -0.246 -0.002
O 4.889 -0.663 -1.759 0.006
H -4.794 2.684 -0.079 0.000
H -1.233 5.080 -1.242 0.000
C 3.981 0.704 -0.043 0.003
O 2.013 1.996 -0.062 0.012
H -0.586 -0.520 -3.252 0.004
H 5.046 3.134 0.464 0.000
H 1.347 -7.812 1.369 0.000
H 3.466 2.254 -1.555 0.001
C -1.029 -3.652 -1.151 -0.001
C -0.744 -1.412 -2.660 0.044
H 5.033 0.776 0.212 0.000
C -0.040 -6.443 1.211 0.000
C 2.317 1.736 1.355 0.003
H 3.701 0.203 2.098 0.001
C 3.961 3.184 0.388 0.000
V 0.988 0.015 -0.838 2.594
O 0.818 -0.440 1.101 0.061
C -1.509 4.330 -0.497 0.001
H -0.576 2.024 -1.261 0.005
H 3.913 2.619 2.531 0.000
C 3.082 0.419 1.228 0.007
C -0.138 -2.652 -0.815 0.041
C -3.897 3.007 1.855 0.001
H -4.825 2.939 2.428 0.000
O 0.927 -7.322 0.655 0.000
N -2.792 2.189 -0.247 0.014
H -2.486 0.328 1.758 0.001
C -1.825 -3.498 -2.271 0.041
C -2.500 3.338 -1.098 0.001
H -0.595 3.833 -0.162 0.000
N -0.727 1.180 -0.714 0.019
C -2.231 0.012 0.745 0.004
H -3.086 2.603 2.467 0.000
O 2.656 -0.437 -1.669 0.034
C -4.024 2.233 0.548 0.001
H -3.087 -0.528 0.333 0.001
C -1.186 -4.888 -0.304 -0.002
C -1.660 -2.369 -3.053 -0.003
H 0.228 -6.181 2.233 0.000
```

LUMO level (spin up / spin down): 0.1933 / 0.1328 eV
⟨S²⟩: 3.763
Strongest force on any atom: 2.19 eV Å⁻¹
2S+1: 4